{"formula": "C35H41BrF10NbO30", "method": "ωB97M-V with the def2-TZVPD basis set", "species": ["C", "C", "Nb", "C", "C", "C", "Br", "H", "H", "H", "H", "H", "H", "H", "H", "H", "H", "H", "C", "C", "O", "C", "O", "O", "F", "H", "H", "H", "C", "C", "O", "C", "O", "O", "F", "H", "H", "H", "C", "C", "O", "C", "O", "O", "F", "H", "H", "H", "C", "C", "O", "C", "O", "O", "F", "H", "H", "H", "C", "C", "O", "C", "O", "O", "F", "H", "H", "H", "C", "C", "O", "C", "O", "O", "F", "H", "H", "H", "C", "C", "O", "C", "O", "O", "F", "H", "H", "H", "C", "C", "O", "C", "O", "O", "F", "H", "H", "H", "C", "C", "O", "C", "O", "O", "F", "H", "H", "H", "C", "C", "O", "C", "O", "O", "F", "H", "H", "H"], "coordinates": [[3.650, 3.898, 0.614], [2.745, 3.081, 0.548], [0.972, 1.678, 0.143], [-0.327, 3.422, 0.913], [-1.443, 3.804, -0.079], [-2.693, 2.927, -0.046], [-3.341, 2.460, 1.738], [4.390, 4.648, 0.500], [1.062, 1.043, 1.845], [-0.573, 0.781, -0.213], [0.887, 2.295, -1.618], [2.192, 0.429, -0.394], [-0.671, 3.234, 1.933], [0.337, 4.291, 0.980], [-1.689, 4.868, 0.016], [-1.023, 3.685, -1.085], [-2.557, 2.048, -0.666], [-3.505, 3.486, -0.512], [-1.627, 0.479, 4.617], [-1.047, 0.520, 6.005], [0.325, 0.290, 5.775], [0.599, 0.769, 4.511], [1.689, 0.969, 4.104], [-0.556, 0.979, 3.821], [-1.538, -0.482, 6.792], [-1.870, -0.538, 4.303], [-2.510, 1.104, 4.510], [-1.175, 1.474, 6.520], [-0.361, -3.884, -1.130], [0.813, -3.648, -2.043], [0.874, -2.239, -2.116], [0.368, -1.768, -0.932], [0.504, -0.665, -0.539], [-0.308, -2.746, -0.271], [0.585, -4.146, -3.293], [-1.309, -3.889, -1.674], [-0.274, -4.804, -0.561], [1.764, -4.033, -1.669], [2.844, -1.852, -4.443], [2.936, -0.434, -4.932], [4.047, -0.491, -5.825], [4.090, -1.761, -6.318], [4.719, -2.090, -7.270], [3.320, -2.593, -5.581], [3.219, 0.418, -3.928], [3.497, -2.034, -3.590], [1.835, -2.140, -4.183], [2.055, -0.079, -5.471], [-2.485, -8.076, -2.225], [-2.520, -7.353, -0.904], [-3.397, -6.270, -1.169], [-4.254, -6.690, -2.144], [-5.270, -6.151, -2.427], [-3.793, -7.815, -2.740], [-1.300, -6.866, -0.566], [-1.736, -7.658, -2.901], [-2.312, -9.144, -2.120], [-2.913, -7.944, -0.075], [-7.510, -7.071, -0.126], [-8.719, -6.507, 0.575], [-9.754, -7.370, 0.144], [-9.178, -8.584, -0.112], [-9.774, -9.597, -0.238], [-7.828, -8.465, -0.194], [-8.992, -5.244, 0.157], [-7.396, -6.673, -1.135], [-6.586, -6.907, 0.424], [-8.662, -6.523, 1.665], [6.712, -0.172, -1.311], [5.541, 0.468, -0.608], [4.454, -0.332, -1.060], [4.951, -1.558, -1.315], [4.292, -2.542, -1.461], [6.305, -1.542, -1.392], [5.363, 1.735, -1.017], [6.854, 0.225, -2.317], [7.644, -0.076, -0.758], [5.588, 0.439, 0.482], [3.405, 4.314, 4.613], [4.052, 5.396, 5.438], [3.592, 6.579, 4.814], [2.374, 6.278, 4.255], [1.595, 7.088, 3.886], [2.191, 4.943, 4.204], [5.410, 5.354, 5.361], [3.993, 4.054, 3.731], [3.202, 3.409, 5.181], [3.754, 5.402, 6.489], [-8.424, -3.301, -3.369], [-8.498, -2.562, -2.058], [-9.379, -1.492, -2.354], [-10.212, -1.931, -3.343], [-11.224, -1.404, -3.654], [-9.723, -3.062, -3.919], [-7.293, -2.058, -1.701], [-7.664, -2.882, -4.031], [-8.240, -4.366, -3.247], [-8.904, -3.149, -1.232], [7.707, 1.406, -5.218], [9.136, 1.629, -5.641], [9.449, 2.867, -5.032], [8.672, 2.964, -3.909], [8.857, 3.734, -3.032], [7.669, 2.047, -3.938], [9.251, 1.756, -6.987], [6.999, 1.892, -5.890], [7.449, 0.353, -5.135], [9.836, 0.866, -5.292], [1.133, 9.307, 6.525], [-0.015, 9.917, 7.288], [-1.111, 9.124, 6.882], [-0.609, 7.887, 6.567], [-1.263, 6.912, 6.441], [0.740, 7.940, 6.435], [-0.239, 11.206, 6.922], [1.229, 9.723, 5.521], [2.085, 9.406, 7.043], [0.086, 9.866, 8.374]], "forces_ev_per_angstrom": [[-0.31, -0.16, -0.19], [-0.51, 0.06, -0.06], [-0.68, -1.21, -0.47], [1.10, 0.42, -0.16], [0.41, -0.53, 0.51], [-0.01, 0.95, -0.97], [-0.03, -0.10, -0.21], [0.25, 0.10, 0.17], [-0.05, -0.67, -0.24], [-1.34, 2.08, 0.35], [-0.06, -0.33, -0.49], [1.52, 1.14, 0.62], [-0.20, -0.02, -0.10], [-0.04, -0.04, 0.12], [-0.28, -0.09, 0.19], [-0.22, 0.05, -0.11], [0.12, -0.47, 0.63], [-0.17, -0.06, 0.25], [-0.40, 0.22, -0.33], [0.14, -0.39, -0.01], [-0.19, 0.32, 0.00], [-0.02, 0.07, -0.61], [0.12, -0.01, 0.54], [0.33, -0.13, 0.68], [0.03, 0.06, 0.06], [0.06, -0.06, 0.17], [0.13, 0.11, -0.16], [-0.09, -0.09, 0.13], [-0.15, -0.20, 0.30], [-0.08, 0.13, -0.24], [-0.13, -0.27, 0.34], [-0.01, 0.44, 0.18], [0.28, -1.14, -0.11], [0.23, -0.06, -0.25], [0.05, 0.01, 0.00], [0.09, 0.03, -0.15], [0.04, 0.14, 0.18], [0.04, -0.04, -0.17], [-0.20, -0.35, 0.06], [0.22, 0.26, 0.43], [-0.31, -0.22, -0.22], [0.11, -0.16, 0.01], [0.11, 0.01, -0.02], [0.06, 0.34, -0.07], [0.10, 0.08, -0.13], [0.01, 0.13, 0.01], [-0.01, -0.13, -0.24], [0.04, 0.11, 0.03], [0.10, -0.39, -0.20], [0.25, 0.28, -0.08], [-0.20, -0.42, 0.03], [-0.07, 0.07, -0.26], [-0.06, 0.09, 0.05], [0.09, 0.15, 0.24], [-0.11, -0.05, 0.06], [0.04, 0.13, 0.13], [-0.22, -0.01, -0.06], [0.12, 0.06, 0.08], [0.43, -0.02, -0.03], [-0.18, 0.14, -0.31], [0.32, -0.15, 0.30], [-0.05, -0.20, -0.18], [-0.05, -0.02, -0.05], [-0.20, 0.21, 0.12], [-0.08, 0.00, 0.05], [-0.11, 0.10, 0.04], [-0.01, -0.19, 0.03], [-0.06, 0.17, -0.01], [0.50, -0.06, 0.06], [-0.25, 0.53, -0.35], [0.56, -0.59, 0.18], [-0.32, 0.10, 0.00], [0.02, -0.10, -0.13], [-0.10, 0.01, 0.06], [0.02, -0.06, -0.03], [-0.18, 0.16, 0.05], [-0.03, -0.21, 0.04], [-0.13, 0.09, -0.01], [-0.04, -0.52, -0.06], [0.22, 0.10, -0.35], [-0.23, -0.15, 0.32], [-0.20, -0.20, -0.31], [0.06, 0.23, -0.14], [0.09, 0.29, 0.20], [-0.02, 0.07, 0.09], [0.06, 0.10, 0.02], [-0.23, 0.04, -0.07], [0.17, 0.02, 0.04], [0.05, -0.39, -0.20], [0.32, 0.34, -0.01], [-0.21, -0.46, -0.04], [-0.11, 0.13, -0.15], [-0.01, 0.05, -0.04], [0.10, 0.14, 0.24], [-0.08, 0.01, 0.06], [0.04, 0.12, 0.14], [-0.20, -0.02, -0.07], [0.11, 0.05, 0.07], [-0.39, -0.32, 0.09], [-0.06, 0.31, -0.30], [-0.04, -0.37, 0.25], [-0.15, 0.20, 0.17], [0.03, 0.06, 0.00], [0.35, 0.01, -0.25], [0.08, 0.00, 0.05], [0.13, 0.04, -0.10], [-0.03, 0.05, 0.19], [0.05, -0.01, -0.15], [0.49, -0.04, -0.10], [-0.22, 0.16, -0.36], [0.30, -0.14, 0.28], [0.01, -0.26, -0.27], [-0.07, -0.01, 0.04], [-0.27, 0.19, 0.38], [-0.04, -0.02, 0.09], [-0.14, 0.07, 0.03], [-0.02, -0.22, 0.02], [-0.04, 0.17, 0.00]], "lowdin_charge": [-0.13, -0.36, 1.24, -0.42, -0.41, -0.63, 0.58, -0.03, -0.09, -0.05, -0.14, -0.08, -0.02, 0.01, 0.09, 0.06, 0.02, 0.04, -0.08, -0.32, 0.11, -0.55, 0.14, 0.02, 0.05, 0.15, 0.11, 0.17, -0.06, -0.31, 0.11, -0.51, -0.11, 0.09, 0.06, 0.14, 0.12, 0.17, -0.04, -0.30, 0.12, -0.56, 0.16, 0.08, 0.09, 0.12, 0.12, 0.18, -0.05, -0.31, 0.13, -0.54, 0.17, 0.08, 0.07, 0.15, 0.14, 0.17, -0.06, -0.31, 0.14, -0.55, 0.19, 0.07, 0.07, 0.13, 0.14, 0.17, -0.05, -0.31, 0.09, -0.56, 0.14, 0.07, 0.08, 0.12, 0.14, 0.18, -0.05, -0.32, 0.12, -0.55, 0.17, 0.09, 0.06, 0.14, 0.14, 0.17, -0.05, -0.32, 0.14, -0.55, 0.18, 0.07, 0.08, 0.15, 0.13, 0.16, -0.05, -0.32, 0.13, -0.54, 0.19, 0.06, 0.07, 0.15, 0.14, 0.17, -0.06, -0.32, 0.13, -0.54, 0.19, 0.06, 0.07, 0.15, 0.14, 0.17], "lumo_ev": 1.1, "spin_multiplicity": 1, "charge": -1, "total_energy_ev": -197145.2877, "homo_lumo_gap_ev": 5.23}